# C18H25BrGeIrN7

A structure of composition C18H25BrGeIrN7 in a non-equilibrium geometry (ωB97M-V/def2-TZVPD, OMol25).

Summary:
Charge ... +3
E_tot ... -5838.5243 Ha
<S²> ... 0.757
Spin multiplicity ... 2
Gap between HOMO and LUMO (alpha / beta) ... 8.12 / 6.24 eV
LUMO energy (alpha / beta) ... -10.4 / -12.2 eV
Highest occupied orbital energy (alpha / beta) ... -18.51 / -18.48 eV

Last column: natural (NBO) charge in e.
Geometry (Å):
Ir: -0.747 0.947 -0.113  1.05
Br: -3.084 1.196 0.931  0.32
Ge: -1.016 -2.705 -1.019  1.64
N: -0.834 0.150 1.830  -0.51
N: 2.792 2.436 -1.589  -0.46
N: 1.235 0.971 -0.567  -0.60
N: 5.022 2.065 -1.202  -0.67
N: -0.769 2.370 -1.576  -0.45
N: 2.053 -1.021 0.348  -0.78
N: 3.544 0.510 -0.404  -0.52
C: 0.808 -1.145 4.966  -0.65
C: -0.250 -0.644 4.028  0.01
C: -1.854 2.969 -2.091  0.07
C: -2.067 0.344 2.295  0.15
C: 0.461 -3.057 -2.220  -1.10
C: 2.295 0.173 -0.209  0.63
C: -0.486 4.564 -3.226  -0.07
C: 0.072 -0.320 2.713  0.07
C: -2.512 0.061 3.551  -0.23
C: -1.747 4.065 -2.924  -0.19
C: -1.414 -0.559 -1.185  -0.69
C: -0.744 -3.127 0.859  -1.11
C: 3.786 1.662 -1.043  0.62
C: 1.590 2.059 -1.333  0.45
C: 0.462 2.835 -1.893  0.14
C: -2.750 -3.255 -1.689  -1.08
C: 0.640 3.932 -2.704  -0.16
C: -1.567 -0.464 4.428  -0.08
H: 2.859 -1.609 0.509  0.45
H: -1.032 -0.430 -2.202  0.24
H: 0.266 -2.959 1.231  0.23
H: -2.505 -0.604 -1.128  0.23
H: -1.465 -2.619 1.502  0.24
H: -1.863 -0.710 5.441  0.27
H: 1.458 -0.324 5.276  0.26
H: 0.219 -2.723 -3.229  0.27
H: -0.934 -4.202 0.939  0.29
H: -2.817 2.550 -1.833  0.23
H: -2.702 -4.336 -1.838  0.29
H: -0.378 5.430 -3.865  0.27
H: -3.535 0.247 3.851  0.29
H: -2.642 4.518 -3.326  0.28
H: 5.786 1.517 -0.834  0.44
H: 0.366 -1.575 5.861  0.26
H: 5.220 2.915 -1.709  0.44
H: 1.406 -2.618 -1.915  0.24
H: -2.979 -2.791 -2.647  0.26
H: 1.083 -0.417 2.357  0.24
H: 0.584 -4.142 -2.248  0.29
H: 1.643 4.272 -2.917  0.28
H: 1.157 -1.462 0.245  0.41
H: -3.545 -3.035 -0.978  0.26
H: 1.430 -1.904 4.493  0.24

***

# C18H25ClHfN2S

A structure of composition C18H25ClHfN2S in a non-equilibrium geometry (ωB97M-V/def2-TZVPD, OMol25).

Summary:
Charge ... +2
E_tot ... -1716.2677 Ha
Gap between HOMO and LUMO ... 7.19 eV
LUMO energy ... -7.3 eV
Highest occupied orbital energy ... -14.45 eV

Last column: natural (NBO) charge in e.
Geometry (Å):
Hf: -0.032 -0.250 0.297  1.62
Cl: -0.577 2.173 -0.325  -0.40
S: -1.439 -2.233 0.798  -0.17
N: -0.217 -4.744 0.841  -0.31
N: -1.673 -4.504 -0.797  -0.49
C: -1.828 4.977 0.150  -0.76
C: 0.042 -1.343 -1.882  -0.28
C: -0.832 4.564 -0.906  0.61
C: 1.358 1.155 1.474  -0.41
C: -1.201 -5.817 -0.892  -0.05
C: -1.366 4.451 -2.313  -0.76
C: -0.199 -0.010 2.773  -0.31
C: 2.034 -0.647 -0.886  -0.28
C: 1.364 0.523 -1.335  -0.37
C: 0.944 -0.851 2.569  -0.27
C: 0.548 5.154 -0.766  -0.76
C: 0.107 0.114 -1.986  -0.37
C: 0.053 1.242 2.108  -0.33
C: 1.905 -0.151 1.815  -0.28
C: 1.193 -1.796 -1.217  -0.32
C: 0.740 -4.442 1.926  -0.40
C: -0.305 -5.942 0.127  -0.05
C: -1.045 -3.844 0.233  0.31
H: 1.284 4.685 -1.431  0.25
H: -2.162 6.021 0.024  0.30
H: -2.712 4.334 0.115  0.26
H: 1.043 -5.413 2.296  0.25
H: -1.636 5.433 -2.737  0.30
H: 1.755 1.544 -1.347  0.28
H: 1.054 -1.868 2.942  0.25
H: -0.638 3.989 -2.987  0.25
H: -0.765 -1.958 -2.271  0.26
H: -1.487 -6.492 -1.710  0.28
H: 0.225 -3.857 2.691  0.24
H: 1.497 -2.831 -1.099  0.26
H: 1.585 -3.903 1.473  0.22
H: -2.262 3.824 -2.334  0.26
H: 0.943 5.053 0.254  0.25
H: -1.403 4.878 1.154  0.25
H: -1.063 -0.248 3.386  0.28
H: 3.042 -0.724 -0.446  0.27
H: 2.936 -0.467 1.666  0.27
H: -2.332 -4.026 -1.412  0.46
H: 0.333 -6.753 0.397  0.26
H: 1.878 1.925 0.899  0.27
H: 0.527 6.233 -1.005  0.31
H: -0.598 2.102 2.200  0.28
H: -0.620 0.745 -2.521  0.29